[1]
Below is 2 unconnected molecules or ions with the total composition C2H7Cl3Si2 at a distorted geometry, with properties calculated with ωB97M-V with the def2-TZVPD basis set.

Summary:
largest force on an atom: 2.401 eV/A
energy relative to the best compared isomer or geometry (same formula, charge and spin): 2.689 eV
Kohn-Sham gap: 8.955 eV
DFT total energy: -55511.7641 eV
2S+1: 1
charge: 0
highest occupied orbital energy: -8.5 eV
SMILES: C[SiH](Cl)Cl.C=[SiH]Cl

The geometry in XYZ format:
```
14
Properties=species:S:1:pos:R:3:forces:R:3
Cl 2.814 0.052 1.454 -0.579 0.358 0.020
Cl 0.415 -1.343 -0.455 -0.081 -0.079 -0.089
Cl -3.154 -2.563 -0.353 0.263 -1.433 -0.423
Si -2.946 -0.811 0.549 0.264 1.198 1.127
Si 2.040 -0.125 -0.462 1.113 0.735 -0.460
C 1.816 1.501 -1.425 -1.462 -0.769 1.743
C -2.075 -0.548 2.024 0.367 0.034 -0.938
H 2.713 1.737 -1.982 0.020 0.545 0.265
H -2.093 0.450 2.540 0.200 -1.272 -0.557
H 1.350 2.202 -0.713 1.432 0.526 0.235
H 3.233 -0.769 -0.991 -0.099 -0.500 -0.562
H 0.926 1.532 -2.024 -0.228 -0.886 -1.254
H -3.803 -0.019 -0.370 0.147 0.425 0.707
H -1.237 -1.296 2.211 -1.356 1.119 0.185
```
Forces are in eV/Å.



[2]
Below is C4H11NOS in the gas phase at a distorted geometry, with properties calculated with ωB97M-V with the def2-TZVPD basis set.

Summary:
largest force on an atom: 1.550 eV/A
energy relative to the best compared isomer or geometry (same formula, charge and spin): 1.552 eV
Kohn-Sham gap: 9.669 eV
DFT total energy: -18698.3666 eV
2S+1: 1
charge: 0
highest occupied orbital energy: -8.8 eV
SMILES: OCNCCCS

The geometry in XYZ format:
```
18
Properties=species:S:1:pos:R:3:forces:R:3
S 2.383 -0.653 -0.104 0.239 0.353 -0.003
O -3.243 -0.451 -1.034 0.781 -1.177 0.092
N -1.031 -0.344 -0.200 0.830 -0.336 0.211
C -0.485 0.555 0.816 -0.485 0.882 -0.164
C 2.045 1.046 0.497 0.375 0.327 0.019
C -2.344 -0.894 -0.002 -0.796 0.924 0.595
C 0.616 1.490 0.263 -0.664 -1.017 -0.963
H 0.430 1.467 -0.820 0.338 0.148 -0.052
H -0.982 0.086 -1.103 -0.114 0.184 -0.407
H -1.281 1.253 1.107 -0.064 -0.355 0.653
H -3.069 -1.108 -1.720 -0.496 0.394 -0.338
H 0.401 2.527 0.517 0.362 -0.019 0.503
H 1.102 -1.008 -0.194 -0.249 -0.190 -0.050
H 2.365 1.096 1.538 -0.334 -0.013 0.134
H -2.310 -1.974 0.089 -0.074 -0.377 -0.454
H -2.816 -0.559 0.928 0.391 0.259 0.095
H 2.699 1.740 -0.033 0.104 -0.196 -0.117
H -0.110 -0.044 1.647 -0.144 0.208 0.246
```
Forces are in eV/Å.